Below is a 7-piece molecular cluster, C26H46O15S2 overall at a distorted geometry, with properties calculated with wB97M-V/def2-TZVPD.

Computed properties:
LUMO level (spin up / spin down): -5.04 / -9.18 eV
electronic energy: -2942.8768 Ha
E_HOMO (spin up / spin down): -12.210 / -12.205 eV
net charge: +1
⟨S²⟩: 0.76
spin multiplicity: 2

Each line ends with the Mulliken spin population.
Atoms and positions in Å:
1 C -12.478 10.163 14.863  0.000
2 C -12.607 8.807 14.138  0.000
3 C -11.864 8.743 12.807  0.000
4 O -11.237 7.455 12.818  0.000
5 C -11.333 6.914 13.960  0.000
6 O -10.919 5.796 14.286  0.000
7 O -11.995 7.707 14.821  0.000
8 H -11.456 10.237 15.233  0.000
9 H -13.053 10.054 15.783  0.000
10 H -12.830 11.016 14.283  0.000
11 H -13.661 8.530 14.149  0.000
12 H -11.119 9.535 12.731  0.000
13 H -12.554 8.820 11.966  0.000
14 C -17.238 8.026 21.148  0.000
15 C -17.690 6.595 21.571  0.000
16 C -16.923 5.554 20.816  0.000
17 O -16.631 4.617 21.836  0.000
18 C -16.894 5.138 23.020  0.000
19 O -16.689 4.653 24.133  0.000
20 O -17.320 6.417 22.949  0.000
21 H -17.455 8.318 20.121  0.000
22 H -16.168 8.178 21.291  0.000
23 H -17.665 8.794 21.794  0.000
24 H -18.745 6.403 21.376  0.000
25 H -16.010 5.938 20.360  0.000
26 H -17.534 5.221 19.977  0.000
27 C -16.577 11.371 17.746  0.000
28 C -16.811 10.282 16.653  0.000
29 C -18.034 10.505 15.806  0.000
30 O -17.504 10.363 14.468  0.000
31 C -16.106 10.263 14.518  0.000
32 O -15.356 10.125 13.596  0.000
33 O -15.681 10.276 15.755  0.000
34 H -17.327 11.406 18.536  0.000
35 H -16.704 12.371 17.333  0.000
36 H -15.603 11.294 18.229  0.000
37 H -16.792 9.347 17.213  0.000
38 H -18.637 11.393 15.995  0.000
39 H -18.771 9.725 15.997  0.000
40 C -14.605 7.355 18.042  0.006
41 C -14.382 5.878 17.809  0.000
42 O -15.242 5.109 18.240  0.031
43 C -13.218 5.417 17.000  0.001
44 H -15.287 7.638 18.844  0.000
45 H -15.065 7.778 17.149  0.000
46 H -13.585 7.721 18.161  0.000
47 H -13.007 4.378 17.251  0.000
48 H -12.279 5.929 17.211  0.000
49 H -13.435 5.391 15.932  0.001
50 C -15.410 1.919 17.593  0.099
51 C -14.950 0.683 18.382  0.020
52 O -15.477 -0.391 18.267  0.725
53 C -13.822 0.791 19.391  0.113
54 H -15.881 1.635 16.652  0.003
55 H -14.515 2.426 17.232  0.003
56 H -16.039 2.523 18.247  -0.009
57 H -13.925 -0.128 19.968  0.001
58 H -13.913 1.627 20.084  0.010
59 H -12.925 0.915 18.784  -0.005
60 C -11.917 4.367 21.289  0.000
61 C -13.167 4.256 22.146  0.000
62 C -13.099 5.473 23.082  0.000
63 S -12.744 6.828 21.877  0.000
64 O -12.078 7.867 22.651  0.000
65 O -13.905 7.139 21.088  0.000
66 C -11.520 5.780 20.976  0.000
67 H -12.127 3.735 20.427  0.000
68 H -11.121 3.879 21.852  0.000
69 H -13.300 3.326 22.700  0.000
70 H -14.008 4.289 21.453  0.000
71 H -12.280 5.436 23.800  0.000
72 H -14.004 5.709 23.641  0.000
73 H -10.524 5.974 21.374  0.000
74 H -11.515 6.144 19.948  0.000
75 C -16.880 3.455 12.482  0.000
76 C -16.516 3.093 13.960  0.000
77 C -15.424 4.056 14.345  0.006
78 S -15.777 5.791 13.612  0.000
79 O -14.618 6.268 12.821  0.000
80 O -16.513 6.669 14.533  0.000
81 C -16.994 5.010 12.416  0.000
82 H -17.746 2.903 12.118  0.000
83 H -16.060 3.275 11.786  0.000
84 H -16.163 2.072 14.104  0.000
85 H -17.358 3.213 14.641  0.000
86 H -14.518 3.669 13.880  0.000
87 H -15.259 4.188 15.414  -0.006
88 H -17.009 5.494 11.439  0.000
89 H -17.923 5.104 12.978  0.000